No. 1
This record from the Open Molecules 2025 dataset describes a structure of composition C24H27LaNOSi at a distorted geometry. The level of theory is wB97M-V/def2-TZVPD.

Each line ends with the Löwdin charge.
CARTESIAN COORDINATES (ANGSTROEM)
C -1.04 0.77 2.08  -0.166
C 0.22 0.14 2.37  -0.143
C 1.25 1.13 2.33  -0.175
H 0.35 -0.86 2.80  0.118
C 0.63 2.44 2.15  -0.285
C -0.80 2.21 2.00  -0.317
H -1.59 3.01 2.03  0.107
H -2.05 0.32 2.09  0.115
H 2.27 0.95 2.68  0.106
H 1.08 3.47 2.24  0.119
La 0.26 1.75 -0.36  2.036
C 0.86 -0.53 -2.66  -0.313
H 1.47 0.38 -2.57  -0.137
H -0.03 -0.52 -3.25  -0.122
H 1.48 -1.34 -3.22  -0.008
Si 0.44 -2.61 -0.60  0.722
C -1.26 -3.22 -1.32  -0.279
C -2.19 -3.55 -0.28  -0.155
H -1.94 -3.44 0.80  0.085
C -3.51 -3.94 -0.55  -0.098
H -4.23 -4.23 0.28  0.117
C -3.97 -3.84 -1.93  -0.073
H -5.06 -4.13 -2.11  0.110
C -3.14 -3.18 -2.94  -0.082
H -3.56 -2.89 -3.94  0.106
C -1.78 -2.87 -2.60  -0.118
H -1.21 -2.28 -3.36  0.084
C 2.12 -3.35 -0.10  -0.332
C 1.95 -4.65 0.46  -0.135
H 1.26 -5.38 0.02  0.105
C 2.69 -4.98 1.64  -0.088
H 2.54 -5.96 2.16  0.105
C 3.70 -4.10 2.18  -0.082
H 4.33 -4.43 3.10  0.124
C 3.79 -2.77 1.62  -0.101
H 4.48 -2.05 2.14  0.098
C 3.09 -2.44 0.42  -0.137
H 3.31 -1.49 -0.05  0.083
H 0.71 -1.00 -0.41  -0.091
H 0.10 -2.88 0.80  -0.026
O 1.97 3.25 -0.80  -0.282
C 1.43 4.71 -0.86  -0.032
C -0.03 4.82 -0.58  -0.248
C -0.62 6.03 -0.39  0.017
C -2.00 6.08 -0.16  0.009
C -2.76 4.93 0.06  -0.007
C -2.10 3.73 -0.06  -0.122
N -0.79 3.69 -0.46  -0.180
H 2.95 3.16 -0.82  0.144
H 2.09 5.20 -0.14  0.145
H 1.74 5.00 -1.86  0.142
H -0.02 6.94 -0.48  0.145
H -2.50 7.05 -0.06  0.137
H -3.83 4.94 0.26  0.137
H -2.56 2.80 0.20  0.118

## Properties
ΔE to the lowest compared entry with this formula, charge and spin: 4.451 eV
Lowest unoccupied orbital energy (alpha / beta): -4.55 / -4.55 eV
Net charge: +1
Frontier orbital gap (alpha / beta): 3.45 / 3.45 eV

No. 2
This record from the Open Molecules 2025 dataset describes a structure of composition C4H15N2O2 at a distorted geometry. The level of theory is wB97M-V/def2-TZVPD.

Each line ends with the Löwdin charge.
CARTESIAN COORDINATES (ANGSTROEM)
C 0.11 -0.55 1.87  -0.173
O -0.41 -1.49 0.86  -0.039
C 0.97 0.47 1.15  -0.331
C 2.16 -0.21 0.53  -0.147
C 2.67 0.59 -0.71  -0.230
N 3.46 -0.33 -1.57  0.052
N 0.06 0.89 0.03  0.345
H 0.69 -1.28 2.60  0.184
H -0.83 -0.26 2.41  0.152
H -0.36 -0.75 0.13  0.084
H 1.31 1.21 1.99  0.194
H 1.83 -1.26 0.21  0.155
H 3.04 -0.25 1.25  0.157
H 3.30 1.48 -0.38  0.144
H 1.73 0.95 -1.20  0.120
H -3.14 0.44 -1.99  0.006
H 4.44 -0.23 -1.31  0.095
H 3.35 -0.04 -2.56  0.106
H -3.28 1.21 -1.96  0.010
H -0.30 1.83 0.10  0.125
H -7.31 0.22 -0.46  0.063
H -6.87 -0.42 -1.71  0.004
O -6.81 0.42 -1.29  -0.076

## Properties
ΔE to the lowest compared entry with this formula, charge and spin: 9.489 eV
Lowest unoccupied orbital energy: -9.41 eV
Net charge: +1
Frontier orbital gap: 3.97 eV

No. 3
This record from the Open Molecules 2025 dataset describes a structure of composition C37H25BrCoN6O7S at a distorted geometry. The level of theory is wB97M-V/def2-TZVPD.

Each line ends with the Löwdin spin population.
CARTESIAN COORDINATES (ANGSTROEM)
Co -0.53 -0.44 0.48  0.982
C 1.68 -0.49 4.19  0.000
O 1.42 -1.85 4.57  0.000
C 0.72 -2.70 3.74  0.000
C 0.56 -3.97 4.26  -0.001
C -0.09 -4.98 3.56  0.000
C -0.59 -4.72 2.30  -0.001
C -0.44 -3.44 1.73  0.000
C -0.89 -3.25 0.39  -0.006
N -0.83 -2.13 -0.25  -0.007
N -1.19 -2.14 -1.58  -0.001
C -1.24 -0.91 -2.02  0.000
O -1.00 0.11 -1.28  -0.002
C -1.51 -0.71 -3.47  0.000
C -2.13 -1.69 -4.24  0.000
C -2.34 -1.48 -5.59  0.000
C -1.92 -0.30 -6.19  0.000
C -1.30 0.68 -5.42  0.000
C -1.10 0.48 -4.07  0.000
C 0.19 -2.38 2.45  -0.001
O 0.31 -1.20 1.95  -0.001
H 0.77 0.05 3.96  0.000
H 2.35 -0.45 3.32  0.000
H 2.18 -0.06 5.06  0.000
H 0.98 -4.17 5.24  0.000
H -0.19 -5.97 3.99  0.000
H -1.11 -5.48 1.73  0.000
H -1.28 -4.10 -0.16  -0.001
H -2.44 -2.60 -3.75  0.000
H -2.83 -2.24 -6.19  0.000
H -2.08 -0.14 -7.25  0.000
H -0.96 1.60 -5.89  0.000
H -0.62 1.23 -3.45  0.000
Br 4.18 1.16 -6.85  0.019
C 4.14 2.28 -5.31  0.098
C 5.34 2.75 -4.78  -0.006
C 5.32 3.55 -3.67  0.077
C 4.11 3.88 -3.01  0.036
C 2.91 3.40 -3.59  0.086
C 2.93 2.62 -4.72  -0.008
N 4.20 4.67 -1.91  0.421
N 3.20 4.84 -1.08  0.527
C 2.37 3.92 -0.55  0.131
C 1.12 4.39 -0.07  0.076
C 0.16 3.55 0.42  0.068
C 0.34 2.15 0.49  0.090
O -0.54 1.37 0.96  0.212
C 1.63 1.64 0.06  0.051
N 1.78 0.30 0.10  0.040
C 2.95 -0.22 -0.16  0.008
C 4.08 0.56 -0.46  0.012
C 3.93 1.92 -0.56  0.003
C 2.67 2.51 -0.36  0.045
H 6.28 2.47 -5.24  -0.002
H 6.25 3.91 -3.23  0.004
H 1.96 3.66 -3.14  0.007
H 2.00 2.25 -5.15  -0.003
H 0.92 5.45 -0.16  0.003
H -0.80 3.94 0.74  0.001
H 3.02 -1.30 -0.09  0.000
H 5.04 0.10 -0.62  0.001
H 4.78 2.54 -0.77  0.002
O -1.48 0.47 3.54  0.000
C -2.40 -0.18 3.05  0.001
N -2.49 -0.68 1.79  0.029
S -3.88 -1.47 1.56  0.005
O -4.77 -0.80 0.64  0.000
O -3.68 -2.88 1.30  0.000
C -4.55 -1.26 3.22  0.003
C -5.73 -1.63 3.83  0.000
C -5.94 -1.26 5.15  0.000
C -4.98 -0.52 5.84  0.000
C -3.80 -0.14 5.21  0.000
C -3.60 -0.51 3.89  0.001
H -6.47 -2.21 3.29  0.000
H -6.85 -1.54 5.65  0.000
H -5.15 -0.24 6.87  0.000
H -3.03 0.44 5.72  0.000

## Properties
2S+1: 4
ΔE to the lowest compared entry with this formula, charge and spin: 0.000 eV
Lowest unoccupied orbital energy (alpha / beta): 3.73 / 3.17 eV
Net charge: -2
Frontier orbital gap (alpha / beta): 5.30 / 4.97 eV

No. 4
This record from the Open Molecules 2025 dataset describes a structure of composition C41H45CdN10O3 at a distorted geometry. The level of theory is wB97M-V/def2-TZVPD.

Each line ends with the Löwdin charge.
CARTESIAN COORDINATES (ANGSTROEM)
Cd 3.20 0.72 2.99  1.030
N 0.21 -0.35 -0.72  -0.632
O 0.26 0.02 -1.90  0.070
O -0.48 -1.32 -0.39  0.063
O 0.85 0.26 0.14  -0.007
N -2.18 2.53 -5.66  0.009
C -1.65 2.88 -6.92  -0.097
C -2.60 3.64 -7.51  -0.114
C -3.72 3.59 -6.70  -0.132
C -3.39 3.05 -5.52  -0.162
H -1.67 2.01 -4.95  0.148
H -0.70 2.49 -7.23  0.107
H -2.66 4.01 -8.53  0.103
H -4.68 4.01 -6.94  0.102
H -3.92 2.84 -4.60  0.119
N -4.16 5.90 2.58  -0.001
C -3.67 4.65 2.65  -0.127
C -3.24 4.25 1.35  -0.095
C -3.37 5.38 0.53  -0.094
C -4.06 6.34 1.32  -0.128
H -4.42 6.46 3.38  0.160
H -3.71 4.14 3.60  0.102
H -2.84 3.32 0.99  0.089
H -3.04 5.41 -0.50  0.093
H -4.41 7.33 1.06  0.108
N -4.31 -4.06 -3.94  0.010
C -3.41 -3.77 -4.94  -0.094
C -3.69 -4.66 -6.01  -0.093
C -4.68 -5.53 -5.58  -0.122
C -5.05 -5.18 -4.29  -0.107
H -4.33 -3.56 -3.07  0.149
H -2.66 -3.01 -4.78  0.105
H -3.22 -4.75 -6.98  0.094
H -5.06 -6.35 -6.16  0.100
H -5.79 -5.63 -3.66  0.109
N -8.67 -1.29 -0.25  0.014
C -7.97 -0.15 -0.62  -0.136
C -6.63 -0.31 -0.29  -0.127
C -6.48 -1.59 0.28  -0.124
C -7.75 -2.17 0.30  -0.146
H -9.64 -1.45 -0.47  0.146
H -8.40 0.66 -1.18  0.102
H -5.98 0.54 -0.43  0.087
H -5.62 -2.03 0.77  0.086
H -8.01 -3.14 0.67  0.101
N 3.39 -3.02 3.79  0.020
C 3.15 -3.97 2.79  -0.131
C 3.23 -5.37 2.93  -0.049
C 3.60 -5.88 4.19  -0.077
C 3.77 -5.00 5.21  -0.094
C 3.62 -3.61 5.03  -0.134
H 2.90 -3.54 1.83  0.090
H 3.01 -6.06 2.12  0.102
H 3.75 -6.93 4.40  0.111
H 3.97 -5.40 6.19  0.105
H 3.71 -2.96 5.89  0.092
N 0.09 1.06 5.19  0.022
C -0.04 1.99 6.16  -0.161
C -1.19 2.17 6.97  -0.065
C -2.31 1.36 6.80  -0.068
C -2.21 0.32 5.86  -0.059
C -1.03 0.25 5.10  -0.134
H 0.90 2.49 6.33  0.092
H -1.24 3.01 7.65  0.100
H -3.19 1.52 7.40  0.107
H -3.01 -0.31 5.50  0.103
H -0.99 -0.55 4.37  0.094
N 4.37 -5.88 -3.22  0.055
C 3.54 -6.92 -3.08  -0.155
C 2.16 -6.83 -2.99  -0.067
C 1.65 -5.59 -3.24  -0.107
C 2.45 -4.54 -3.53  -0.105
C 3.80 -4.70 -3.57  -0.142
H 4.10 -7.82 -2.85  0.100
H 1.55 -7.66 -2.69  0.105
H 0.60 -5.37 -3.18  0.109
H 1.99 -3.62 -3.85  0.106
H 4.49 -3.93 -3.87  0.101
N 3.54 4.53 2.50  0.032
C 2.41 5.34 2.47  -0.144
C 2.41 6.72 2.48  -0.061
C 3.66 7.36 2.49  -0.070
C 4.81 6.62 2.56  -0.072
C 4.68 5.25 2.53  -0.175
H 1.44 4.87 2.36  0.096
H 1.51 7.30 2.39  0.105
H 3.79 8.43 2.50  0.110
H 5.75 7.15 2.66  0.110
H 5.53 4.60 2.39  0.098
N 6.27 0.49 0.60  0.035
C 7.61 0.37 0.98  -0.153
C 8.69 0.62 0.18  -0.085
C 8.49 0.88 -1.18  -0.056
C 7.19 0.81 -1.65  -0.077
C 6.13 0.66 -0.76  -0.146
H 7.91 0.04 1.97  0.096
H 9.64 0.52 0.69  0.106
H 9.35 0.98 -1.82  0.111
H 6.94 0.84 -2.70  0.106
H 5.15 0.73 -1.20  0.098

## Properties
Lowest unoccupied orbital energy: -8.03 eV
Net charge: +1
Frontier orbital gap: 1.41 eV